DFT (ωB97M-V/def2-TZVPD) results for a structure of composition C6H18O3S3.

```
! wB97M-V def2-TZVPD RIJCOSX def2/J DEFGRID3
* xyz 0 1
H 0.567 -1.218 0.286
H -4.518 2.089 -1.620
C 2.513 -0.407 -2.037
O -0.414 -3.332 2.439
C -3.987 2.275 -0.687
O 2.058 0.408 0.415
S 1.607 0.765 -1.023
H 2.291 -1.531 3.482
H -1.461 2.474 -2.299
H 1.710 -2.402 0.771
C 1.151 -1.544 1.146
H 1.948 -3.279 3.307
S 0.169 -1.918 2.610
C -0.074 0.032 -1.236
O -2.231 0.098 -0.806
H -1.353 3.482 -0.780
H 1.854 -0.817 -2.802
H 3.394 0.093 -2.439
H 3.016 -1.136 -1.403
H -0.122 0.137 -2.320
C 1.574 -2.327 3.683
H -3.665 3.316 -0.679
C -1.152 2.522 -1.255
H 1.900 -0.772 1.323
H -0.177 2.144 -0.947
H -0.047 -1.030 -0.993
S -2.290 1.500 -0.298
H 1.244 -2.329 4.722
H -0.922 0.543 -0.781
H -4.581 2.165 0.221
*
```

The calculation puts the relative energy (zero: lowest compared OMol25 entry of this formula, charge and spin) at 479.9 kJ/mol. For the gap between HOMO and LUMO, the calculation gives 8.28 eV.



DFT (ωB97M-V/def2-TZVPD) results for a cluster of 2 separate species, C5H11O3 in total.

```
! wB97M-V def2-TZVPD RIJCOSX def2/J DEFGRID3
* xyz -1 1
C 0.738 -0.400 -0.148
H -0.162 1.511 -0.464
C -0.366 0.237 -2.334
H 1.230 -3.557 -1.412
H -1.249 -0.183 -2.061
H 0.433 -0.958 1.940
H 0.272 -1.316 -0.533
H 0.581 -2.279 -2.080
O 0.399 1.375 2.599
H 1.746 -0.606 0.037
C 0.437 0.800 -1.117
H -0.843 1.150 -2.885
O 0.734 -3.228 -2.226
C -0.450 1.062 1.759
H 0.147 -0.254 -2.953
H 1.225 1.423 -1.438
H -1.111 -0.933 0.921
C -0.143 -0.344 1.177
O -1.580 1.588 1.489
*
```

The calculation puts the relative energy (zero: lowest compared OMol25 entry of this formula, charge and spin) at 214.7 kJ/mol. For the gap between HOMO and LUMO, the calculation gives 7.43 eV.



DFT (ωB97M-V/def2-TZVPD) results for a structure of composition C4H11O3Y.

```
! wB97M-V def2-TZVPD RIJCOSX def2/J DEFGRID3
* xyz 2 1
H 1.899 1.129 -0.539
H -0.643 -3.419 1.031
H -0.859 -3.110 -0.723
O -1.164 -1.498 0.552
H 3.960 -0.613 -0.794
O -0.518 1.095 0.455
C -1.903 -0.680 -0.370
C 3.665 0.020 0.053
H 4.208 0.974 0.052
H -2.227 1.402 -0.680
H -2.522 0.873 0.985
Y 0.585 -0.329 1.375
H -2.292 -3.219 0.352
O 2.261 0.258 -0.007
H -2.940 -1.042 -0.422
H -1.424 -0.775 -1.359
H 3.893 -0.522 0.978
C -1.246 -2.893 0.284
C -1.833 0.758 0.127
*
```

The calculation puts the relative energy (zero: lowest compared OMol25 entry of this formula, charge and spin) at 0.0 kJ/mol. For the gap between HOMO and LUMO, the calculation gives 9.26 eV.



DFT (ωB97M-V/def2-TZVPD) results for a structure of composition C5H11NO.

```
! wB97M-V def2-TZVPD RIJCOSX def2/J DEFGRID3
* xyz 0 1
H 0.622 -1.472 -0.851
H -1.745 0.837 1.397
H 1.101 0.701 -2.162
H 2.613 -0.198 -1.921
C 1.458 -0.667 1.004
H -1.762 0.272 -1.036
C -2.009 -0.076 -0.032
H -1.095 -1.309 1.496
H 2.311 -0.111 1.392
H -1.789 2.132 0.304
C -1.012 -0.380 0.927
H 2.216 1.186 -0.875
H 1.271 -1.618 1.505
H -2.973 -0.568 0.050
C 1.800 0.323 -1.405
N 0.310 0.113 0.597
C 1.082 -0.575 -0.429
O -2.436 1.522 0.702
*
```

The calculation puts the relative energy (zero: lowest compared OMol25 entry of this formula, charge and spin) at 509.3 kJ/mol. For the gap between HOMO and LUMO, the calculation gives 8.62 eV.



DFT (ωB97M-V/def2-TZVPD) results for a structure of composition C8H6Cl2ErN2O3Yb.

```
! wB97M-V def2-TZVPD RIJCOSX def2/J DEFGRID3
* xyz 4 5
C 1.463 0.109 1.989
C 0.439 1.506 3.631
C -0.063 1.760 1.313
H -0.529 2.257 0.450
H -0.509 2.601 5.084
N 0.625 0.602 1.027
O -2.221 -3.419 -8.095
H 0.517 1.459 5.740
O -2.444 -5.178 -5.433
O 3.031 2.088 -1.158
Cl -0.598 -3.000 -2.215
C 1.976 1.688 -1.300
C 1.374 0.497 3.322
H 2.028 0.092 4.072
H -0.676 3.156 2.840
Cl -1.629 -0.097 -2.693
N 0.115 1.826 4.898
C -1.913 -2.849 -7.157
C -0.168 2.221 2.593
H 2.188 -0.628 1.642
Er -1.246 -1.950 -4.296
Yb 0.322 -0.669 -1.029
C -2.083 -4.071 -5.227
*
```

For the gap between HOMO and LUMO (alpha / beta), the calculation gives 7.55 / 6.22 eV.



DFT (ωB97M-V/def2-TZVPD) results for the ion C5H12NO with charge -1.

```
! wB97M-V def2-TZVPD RIJCOSX def2/J DEFGRID3
* xyz -1 1
H 1.108 -0.675 -1.362
H -0.995 -2.778 -0.621
N -0.018 1.267 1.361
C 0.878 -1.695 -1.232
O 1.255 -2.290 -2.328
H -0.163 0.909 -0.794
H 1.336 -2.180 -0.373
H -0.801 -1.351 1.136
H 0.596 0.593 1.741
H 1.236 2.758 2.268
C -1.093 -0.864 0.215
H -1.180 -1.337 -1.810
H 1.920 2.288 0.658
C -0.731 0.728 0.110
H 0.333 3.382 0.964
C -0.714 -1.735 -0.944
H -2.221 -0.767 0.189
H -1.574 1.285 -0.305
C 0.830 2.463 1.128
*
```

The calculation puts the relative energy (zero: lowest compared OMol25 entry of this formula, charge and spin) at 272.7 kJ/mol. For the gap between HOMO and LUMO, the calculation gives 5.52 eV.



So what do the calculations give for M? Going down the list: 234.4; 119.1; 196.0; 101.1; 589.4; 102.2 Da.